Entry from OMol25: an isolated molecule of C3H5NO3 (wB97M-V/def2-TZVPD).

```
12
Properties=species:S:1:pos:R:3:forces:R:3
C -1.84980 -0.60600 1.02674 -1.93 2.16 -0.88
N -0.65252 -0.03312 0.56909 -0.10 0.34 2.02
C 0.21326 -0.54742 -0.52176 0.24 -0.33 1.54
C 1.59697 0.25312 -0.56631 -5.23 2.12 -1.69
O 1.29246 1.64382 -0.68201 1.02 -0.78 1.86
O 2.64156 -0.14784 -0.83471 3.26 -1.77 0.21
O -2.79978 0.15240 1.39772 3.17 -3.04 -0.48
H -1.96575 -1.76699 0.87909 0.31 2.04 0.36
H -0.48211 0.95511 0.93823 -0.52 -1.94 -1.22
H 0.34678 -1.67359 -0.53325 0.24 1.36 0.63
H -0.41422 -0.37024 -1.36567 0.49 0.50 -1.45
H 2.07317 2.14075 -0.30717 -0.95 -0.66 -0.89
```
Forces are in eV/Å.

Values from the calculation:
Spin multiplicity: 1
HOMO in eV: -9.7680
SMILES: O=CNCC(=O)O
ΔE to the lowest compared entry with this formula, charge and spin in kJ/mol: 195.0

Entry from OMol25: a structure of composition C13H21F5O2P2Pb (wB97M-V/def2-TZVPD).

```
44
Properties=species:S:1:pos:R:3:forces:R:3
Pb -0.36790 0.01487 -0.22289 -2.01 -0.25 -4.71
H 1.38103 1.08605 0.18969 1.24 1.99 0.73
H 1.70478 0.51662 -0.07460 2.18 -0.31 -0.10
P -1.22354 2.20318 0.76043 0.57 -1.66 0.79
P 0.56007 -2.11928 -1.44984 -0.52 0.99 2.29
C 0.50349 -3.56621 -0.40330 0.32 -1.26 -0.81
H 0.71061 -4.38486 -1.09984 -0.10 -0.72 0.54
H 1.27577 -3.51919 0.37569 -0.27 0.13 -0.42
H -0.48735 -3.68169 0.05233 0.21 0.05 -0.24
C -0.69866 -2.21516 -2.72462 0.58 -0.84 -0.46
H -0.66218 -1.30485 -3.34417 -0.05 -0.40 0.16
H -0.38865 -3.10846 -3.28051 -0.71 0.19 -0.60
H -1.68698 -2.33283 -2.25880 0.39 0.00 -0.21
C 2.18459 -1.93965 -2.16883 0.13 -0.65 -0.59
H 2.96117 -1.91939 -1.39162 -0.43 -0.05 -0.22
H 2.27626 -2.84099 -2.78759 0.66 0.26 -0.25
H 2.23235 -1.03298 -2.78860 -0.02 -0.30 0.14
C -2.69953 2.29875 -0.24986 -0.42 0.88 0.26
H -3.15990 3.23763 0.07699 -0.51 -0.06 -0.53
H -2.44244 2.33599 -1.31952 -0.03 0.01 0.38
H -3.36287 1.44419 -0.06139 0.29 0.31 0.01
C -1.66420 2.07957 2.47981 -0.73 1.40 0.53
H -0.75944 2.01492 3.10095 -0.30 0.06 -0.22
H -2.20244 3.01904 2.65830 -0.16 -0.21 1.01
H -2.31308 1.21156 2.66273 0.21 0.33 -0.17
C -0.17492 3.60725 0.45167 -0.40 0.72 0.28
H 0.11052 3.64991 -0.61038 -0.14 -0.01 0.37
H -0.82056 4.45128 0.72936 0.67 0.47 -0.24
H 0.72130 3.54680 1.08814 -0.38 0.12 -0.22
C -0.05260 -0.89473 1.85702 0.52 -3.38 5.04
O 0.01337 -1.49219 2.86823 -0.38 2.67 -4.04
H -2.06302 -0.64502 -0.45838 -0.80 -0.59 0.69
F 5.83437 -0.56901 4.29707 0.37 0.15 0.35
C 4.82759 -0.67484 3.42577 0.15 0.04 0.20
C 4.81295 -1.79296 2.58216 0.72 -0.19 0.27
F 5.76274 -2.74190 2.62512 0.12 0.45 0.43
C 3.81447 -1.92711 1.68895 -0.58 0.86 -0.07
F 3.70463 -2.96817 0.82933 0.43 0.39 0.72
C 2.78276 -0.96045 1.65198 -0.12 -0.63 -0.15
O 1.85723 -1.35977 0.85336 -1.55 1.36 -0.09
C 2.82414 0.19899 2.48700 -0.64 -0.68 -0.97
F 1.82910 1.16383 2.47699 0.58 -0.95 0.02
C 3.84855 0.31724 3.38671 0.78 -0.28 0.34
F 3.90356 1.37308 4.22079 0.12 -0.44 -0.26
```
Forces are in eV/Å.

Values from the calculation:
Spin multiplicity: 1
HOMO in eV: -5.3547

Entry from OMol25: a structure of composition C5H8O2 (wB97M-V/def2-TZVPD).

```
15
Properties=species:S:1:pos:R:3:forces:R:3
C -1.46072 -1.15512 0.60994 0.04 0.01 0.02
C -0.16076 -0.54993 0.18634 -0.33 -0.11 -0.06
C 0.22607 -0.25073 -1.24102 0.00 -0.05 -0.20
C 0.27574 0.82655 -0.18774 0.11 -0.19 0.07
O -0.46566 1.98942 -0.21289 0.14 0.16 -0.14
C 1.51321 0.53861 0.65581 0.28 0.33 0.02
O 1.02103 -0.78918 0.95635 0.03 -0.15 0.01
H -1.43560 -2.24539 0.50552 0.05 0.15 0.01
H -2.26761 -0.77552 -0.02482 0.14 -0.03 0.08
H -1.69585 -0.91018 1.64920 0.08 -0.01 -0.10
H 1.15251 -0.65877 -1.64352 -0.15 0.07 0.04
H -0.60558 -0.17745 -1.93607 0.05 -0.01 0.12
H -0.20283 2.50418 -0.98620 -0.06 -0.04 0.11
H 2.46386 0.51506 0.10753 -0.11 -0.05 0.08
H 1.64218 1.13845 1.56158 -0.25 -0.07 -0.06
```
Forces are in eV/Å.

Values from the calculation:
Spin multiplicity: 1
HOMO in eV: -9.1082
ΔE to the lowest compared entry with this formula, charge and spin in kJ/mol: 235.7

Entry from OMol25: a structure of composition C56H39N4O11PS2Sr (wB97M-V/def2-TZVPD).

```
114
Properties=species:S:1:pos:R:3:forces:R:3
Sr -2.69129 -0.97500 -2.17684 8.58 -2.08 2.90
C 7.56924 9.09457 2.55354 0.00 0.08 0.09
O 7.73816 8.20124 1.47937 -0.08 -0.12 -0.06
C 6.72085 7.32142 1.22878 0.03 -0.06 -0.07
C 5.54294 7.24766 1.95719 0.09 0.18 0.15
C 4.57559 6.31722 1.60722 0.01 -0.26 -0.32
C 4.75335 5.45227 0.52802 0.29 0.45 0.31
C 5.95521 5.53358 -0.18773 -0.21 -0.07 0.06
C 6.92044 6.45092 0.15710 0.09 0.11 0.05
C 3.72452 4.51363 0.11734 -0.48 -0.40 -0.20
N 3.75670 3.77366 -0.96851 0.38 0.21 0.01
C 2.58317 3.07191 -0.98576 -0.49 0.09 0.67
C 1.81697 3.40147 0.12166 0.34 -0.12 -0.51
N 2.55699 4.32224 0.81594 0.15 0.08 -0.09
C 0.53132 2.85564 0.38737 -0.30 -0.12 0.07
C -0.31297 3.25225 1.43638 -0.02 -0.12 -0.15
C -1.52272 2.61920 1.58573 0.14 0.07 -0.04
C -1.86108 1.59722 0.68592 0.12 0.13 0.32
N -1.10073 1.24999 -0.32653 -0.32 -0.29 -0.15
C 0.07403 1.85747 -0.49892 0.08 0.28 0.15
C 0.87291 1.47049 -1.65780 0.48 0.01 -0.24
N 0.38800 0.50085 -2.43854 -0.20 -0.02 0.07
C 1.05811 0.14740 -3.51196 -0.11 -0.03 -0.06
C 2.27569 0.73553 -3.87876 0.10 0.07 0.08
C 2.81336 1.70735 -3.06839 -0.08 -0.01 0.03
C 2.10989 2.09854 -1.92479 -0.17 -0.20 -0.11
H 8.48612 9.67784 2.60380 -0.04 0.01 0.03
H 7.42576 8.56582 3.50138 0.02 0.00 -0.03
H 6.72062 9.76719 2.39026 0.02 -0.02 -0.01
H 5.35352 7.90881 2.79148 0.04 -0.01 -0.01
H 3.66325 6.28676 2.18807 -0.03 0.04 0.02
H 6.09736 4.85740 -1.01877 0.02 0.00 -0.04
H 7.84976 6.52695 -0.39154 0.00 -0.04 -0.03
H 2.29788 4.74730 1.68602 0.03 0.00 0.02
H -0.01651 4.05762 2.10045 0.00 -0.04 0.06
H -2.21104 2.89531 2.37331 0.00 -0.04 0.03
H -2.76941 1.03062 0.81214 -0.03 -0.04 0.01
H 0.59754 -0.64746 -4.09116 0.10 -0.01 -0.06
H 2.79621 0.40577 -4.76798 -0.04 -0.03 -0.03
H 3.77064 2.17035 -3.27197 0.01 -0.01 -0.07
O -6.26112 -1.14318 -2.76595 0.39 -0.20 0.02
S -5.35900 -1.38953 -1.66185 -3.68 -1.09 1.19
O -6.07174 -1.69963 -0.42716 0.31 0.15 -0.20
O -4.27084 -2.34140 -1.88641 -2.37 -1.48 0.17
C -4.71384 0.27638 -1.36375 -1.37 0.68 0.26
C -5.11676 0.89064 -0.18295 -0.07 0.05 0.28
C -4.95543 2.25183 0.00343 0.00 -0.01 -0.14
C -4.36427 3.02398 -0.99329 -0.06 -0.16 -0.05
C -3.98252 2.41767 -2.17477 -0.04 0.31 0.05
C -4.19359 1.05775 -2.36942 -0.86 1.05 -0.12
S -3.68942 0.50110 -3.98201 0.17 2.34 -3.56
O -3.96687 -0.90953 -4.15709 -0.59 0.28 -0.46
O -4.31325 1.39774 -4.92954 -0.08 -0.19 0.37
O -2.23148 0.70151 -3.83454 -0.43 0.43 -0.57
H -5.58052 0.26988 0.56798 0.03 0.04 0.03
H -5.28825 2.71883 0.92257 0.01 -0.06 0.04
H -4.21688 4.08740 -0.84917 0.02 -0.01 -0.03
H -3.54631 2.97881 -2.98979 0.02 0.07 0.06
C 0.87874 -5.68946 3.31535 0.03 0.02 0.00
C 1.86716 -4.93226 2.70565 0.07 0.01 0.03
C 1.56348 -4.13280 1.61212 -0.14 -0.08 0.03
C 0.26767 -4.08319 1.10155 0.00 0.11 0.06
C -0.71123 -4.86560 1.71010 0.03 0.12 -0.10
C -0.41298 -5.65644 2.80791 -0.06 -0.11 0.04
P -0.23419 -3.03569 -0.34795 0.24 -0.49 -0.61
C 1.25514 -1.94910 -0.32611 0.15 0.12 -0.06
C 1.42607 -1.04048 0.72293 -0.15 0.01 -0.09
C 2.58025 -0.28266 0.82792 0.04 0.08 0.05
C 3.59648 -0.41706 -0.10691 0.05 0.00 -0.01
C 3.42855 -1.29983 -1.16191 0.12 0.06 -0.06
C 2.26627 -2.05005 -1.27898 -0.02 0.06 0.07
C 0.31240 -4.21577 -1.69451 -0.23 -0.19 0.11
C 1.04951 -5.34732 -1.41841 -0.03 0.21 0.12
C 1.42154 -6.26409 -2.41759 0.03 -0.05 -0.13
C 1.04393 -6.04445 -3.70813 0.03 -0.01 0.06
C 0.26634 -4.91121 -4.04359 0.05 0.03 0.16
C -0.11351 -4.71074 -5.38823 -0.08 0.08 -0.08
C -0.86482 -3.62061 -5.71982 -0.01 -0.04 -0.17
C -1.27301 -2.70849 -4.72569 0.16 -0.01 0.34
C -0.94979 -2.82803 -3.38010 0.07 0.15 0.35
C -0.13435 -3.96579 -3.03876 -0.02 -0.15 -0.45
H 1.11337 -6.29411 4.18372 -0.02 -0.03 -0.01
H 2.88389 -4.96234 3.08136 0.01 0.01 0.02
H 2.34383 -3.55239 1.13872 0.05 0.00 0.05
H -1.71836 -4.82849 1.31209 -0.07 -0.01 0.08
H -1.18837 -6.24762 3.28074 -0.05 0.02 -0.03
H 0.63822 -0.95092 1.45597 -0.12 0.01 0.09
H 2.68985 0.42575 1.64250 -0.02 -0.03 0.04
H 4.50573 0.16678 -0.01763 -0.01 0.02 -0.02
H 4.21466 -1.40720 -1.90040 -0.02 0.00 -0.06
H 2.14930 -2.72902 -2.11278 0.03 -0.02 -0.01
H 1.37265 -5.55290 -0.40893 0.00 -0.01 0.03
H 2.01313 -7.13401 -2.15349 0.00 -0.01 0.01
H 1.33000 -6.73102 -4.49973 0.00 -0.02 -0.01
H 0.19151 -5.43958 -6.13336 0.01 0.01 -0.02
H -1.16705 -3.46484 -6.75205 0.00 0.00 -0.02
H -1.89308 -1.87536 -5.04025 -0.03 0.02 -0.13
O -2.97840 -1.12632 0.53310 -0.04 -0.04 -0.55
C -2.51058 -1.58139 1.59995 0.14 0.11 0.61
O -1.32136 -1.81308 1.88946 0.08 0.20 0.02
C -3.50931 -1.79032 2.73716 -0.20 -0.01 -0.18
C -4.87007 -1.71912 2.46850 0.07 -0.01 0.02
C -5.81559 -1.79536 3.49164 -0.12 0.03 0.23
C -5.33750 -1.95301 4.76921 0.29 -0.08 0.01
O -6.05202 -2.02947 5.95488 -0.05 0.03 -0.22
C -5.08903 -2.25682 6.96435 -0.17 -0.10 0.61
O -3.79815 -2.25585 6.39903 0.19 0.05 -0.18
C -3.98288 -2.07655 5.03283 -0.35 0.05 -0.11
C -3.04120 -1.99866 4.03931 0.03 -0.04 0.17
H -5.18558 -1.62944 1.43564 0.01 0.01 0.08
H -6.87671 -1.72033 3.29822 -0.04 -0.04 -0.05
H -5.28621 -3.22625 7.44691 0.05 0.03 -0.13
H -5.16259 -1.46595 7.72442 0.03 0.00 -0.13
H -1.98002 -2.09296 4.22323 0.03 0.03 -0.04
```
Forces are in eV/Å.

Values from the calculation:
Spin multiplicity: 1
HOMO in eV: -1.8952
Net charge: -2
ΔE to the lowest compared entry with this formula, charge and spin in kJ/mol: 400.0

Result set for maximum force: 0.1146 0.1185 0.0084 0.1807 hartree/bohr, one per record in the order listed.